1.
113
Properties=species:S:1:pos:R:3 method="wB97M-V/def2-TZVPD" gap_ev=8.0 homo_ev=-8.122 lumo_ev=-0.113
C 2.66785 1.38651 4.97786
C 2.31734 0.51937 3.60698
C 1.71239 1.45753 2.38644
C 0.78977 0.62251 1.30607
N 1.58680 0.53191 0.02480
C 0.88868 1.16543 -1.15697
C 0.83794 2.77583 -0.88757
I -1.27460 3.38699 -0.50013
O 1.28481 3.63158 -1.99013
S 2.86374 3.26552 -2.51457
O 3.14972 4.23002 -3.73120
O 3.96953 3.44210 -1.44239
C 2.75428 1.47859 -3.18388
S 2.70822 1.69767 -5.08298
P 4.43582 0.67591 -2.80883
C 4.62827 -0.70989 -4.16511
C 4.50885 -0.23054 -1.13625
C 6.02623 -0.89353 -1.00167
C 1.43176 0.69946 -2.62997
O 1.75550 -0.76566 -2.69685
P -0.11636 0.86571 -3.80481
O -0.39536 2.51816 -4.26036
O 0.00230 -0.21497 -5.16164
H 1.85805 2.22153 5.20232
H 2.67649 0.68884 5.94429
H 3.71704 1.92183 4.91625
H 3.35370 0.05252 3.26138
H 1.62591 -0.41047 3.86705
H 1.15749 2.41655 2.81779
H 2.66428 1.88308 1.80665
H 0.68606 -0.48967 1.72758
H -0.30387 1.02037 1.18926
H 1.78452 -0.48351 -0.10729
H -0.24390 0.78890 -1.09999
H 1.41688 3.07558 0.10731
H 3.88361 2.33906 -5.51655
H 3.60526 -1.17533 -4.48932
H 5.43153 -1.48277 -3.80795
H 5.10851 -0.13715 -5.09453
H 4.31105 0.45249 -0.19114
H 3.74089 -1.13917 -1.03776
H 6.21625 -1.20361 0.13021
H 6.78093 -0.03935 -1.32656
H 6.12072 -1.81537 -1.72025
H 0.90914 -1.21914 -2.37185
H -0.49738 2.63269 -5.25144
H 0.20430 0.27125 -6.02519
C 1.23547 -3.19647 5.90302
C 2.24437 -3.05631 7.03892
N 1.82920 -2.11448 8.08234
C 2.91160 -1.75139 9.00189
C 3.49734 -2.85756 9.87285
C 0.53375 -2.37382 8.71219
C 0.32784 -3.73012 9.37898
H 0.98692 -2.22140 5.47032
H 1.65753 -3.81791 5.10542
H 0.31032 -3.67739 6.23492
H 3.17842 -2.69607 6.58924
H 2.45561 -4.04717 7.45135
H 2.57848 -0.93092 9.65061
H 3.72894 -1.32089 8.40939
H 2.82054 -3.13593 10.68181
H 4.42235 -2.50358 10.34168
H 3.74737 -3.75295 9.29807
H -0.24763 -2.24857 7.95410
H 0.31940 -1.58547 9.44707
H 0.66915 -4.56091 8.75595
H -0.73987 -3.88632 9.56914
H 0.83275 -3.78798 10.34502
C 0.72829 -3.31750 -5.58026
C -0.71221 -3.74173 -5.85013
N -0.99895 -3.98449 -7.26681
C -2.43133 -4.09045 -7.56018
C -3.19332 -5.25691 -6.94048
C -0.14777 -4.96505 -7.94219
C -0.09101 -6.37453 -7.36191
H 1.00695 -2.44972 -6.18776
H 0.84253 -3.03827 -4.52695
H 1.43717 -4.12654 -5.78096
H -1.35385 -2.92539 -5.49470
H -0.94653 -4.61606 -5.23599
H -2.57986 -4.11018 -8.64762
H -2.91368 -3.16085 -7.23212
H -2.95952 -6.20061 -7.43519
H -4.27056 -5.09539 -7.05967
H -2.99775 -5.36159 -5.87025
H 0.87425 -4.57057 -7.97057
H -0.43564 -5.03271 -9.00051
H 0.03957 -6.37730 -6.27664
H 0.76111 -6.91320 -7.79120
H -0.98520 -6.95049 -7.60730
C -4.73792 5.04374 -1.59968
C -5.91359 4.83638 -0.64962
N -5.57718 5.05523 0.76002
C -6.60385 4.56662 1.68534
C -7.97132 5.23988 1.64025
C -5.00242 6.35892 1.09493
C -5.81203 7.60282 0.74303
H -3.87756 4.43288 -1.30577
H -5.02454 4.74997 -2.61558
H -4.42490 6.09146 -1.64021
H -6.24322 3.79735 -0.77691
H -6.74511 5.47142 -0.96874
H -6.22072 4.61495 2.71289
H -6.74931 3.49568 1.49465
H -7.94821 6.23216 2.09283
H -8.69095 4.64638 2.21523
H -8.36111 5.32512 0.62271
H -4.02702 6.44078 0.60213
H -4.76164 6.38866 2.16667
H -6.21748 7.56731 -0.27147
H -5.16851 8.48761 0.80296
H -6.63485 7.76245 1.44232

---

2.
111
Properties=species:S:1:pos:R:3 method="wB97M-V/def2-TZVPD" gap_ev=6.1 charge=-1 homo_ev=-3.962 lumo_ev=2.183
C 1.36995 1.61827 -4.55069
C 1.39609 -0.04125 -4.35913
C 2.59115 -0.51773 -3.33360
Cl 3.35211 -2.09601 -3.95593
B 2.13177 -0.56031 -1.74350
C 3.45837 -0.95591 -0.86128
C 3.23949 -1.02223 0.75818
O 2.11622 -1.31408 1.41439
I 5.01505 -0.63645 2.05470
P 1.53534 1.16899 -1.08595
P 3.13553 2.64034 -1.06776
O 3.68178 2.93464 0.41542
O 4.49563 2.29001 -2.09406
O 2.45722 4.17108 -1.65868
P 0.62676 -1.74229 -1.51247
N -0.84641 -0.69898 -1.29180
O 0.31935 -2.71546 -2.92112
H 2.42363 2.05770 -4.23188
H 0.59271 2.03348 -3.77268
H 1.13114 1.89086 -5.66551
H 0.31583 -0.34885 -4.03046
H 1.59468 -0.60030 -5.39250
H 3.44395 0.30855 -3.42301
H 4.25578 -0.08910 -1.05323
H 4.00056 -1.94966 -1.19786
H 1.26188 0.90404 0.33334
H 4.27190 2.73554 -2.98485
H 2.38463 4.09389 -2.67434
H -1.03968 -0.62575 -0.24766
H -1.67872 -1.15839 -1.76903
H -0.66206 -2.59220 -3.17598
C 0.01282 -4.05849 1.97662
C -0.40066 -4.03186 3.43967
C 0.69048 -3.48668 4.36455
C 1.98606 -4.30549 4.40235
C 1.82123 -5.77274 4.80585
C 1.28043 -5.95041 6.21601
H 0.86523 -4.72202 1.80896
H -0.81669 -4.41998 1.35862
H 0.27989 -3.05585 1.62858
H -0.70858 -5.03538 3.75587
H -1.28808 -3.39505 3.53848
H 0.28160 -3.40428 5.37871
H 0.93804 -2.46292 4.05710
H 2.68007 -3.82133 5.10064
H 2.47169 -4.26428 3.42046
H 2.80130 -6.26107 4.74532
H 1.17362 -6.29620 4.09490
H 1.93936 -5.47444 6.94894
H 1.21382 -7.01524 6.46204
H 0.27920 -5.52316 6.32216
C -1.17532 3.74708 0.35718
C -1.65679 4.13585 -1.03179
C -1.13860 5.50176 -1.48895
C -1.59216 6.69278 -0.63679
C -3.10751 6.86641 -0.50887
C -3.79540 7.13432 -1.83839
H -1.53643 4.44193 1.11992
H -1.54360 2.74810 0.61619
H -0.08194 3.72400 0.39859
H -2.75221 4.10776 -1.06543
H -1.31006 3.37791 -1.74460
H -1.44291 5.66166 -2.53025
H -0.04160 5.48106 -1.49708
H -1.16533 7.60735 -1.06697
H -1.16310 6.60589 0.36820
H -3.30416 7.71220 0.16091
H -3.55596 5.98809 -0.03313
H -3.39437 8.03706 -2.30971
H -4.86918 7.28193 -1.68341
H -3.67330 6.29816 -2.53281
C 0.01159 10.72005 -4.74785
C -0.84453 9.52689 -5.14235
C -0.53110 8.26617 -4.33269
C 0.89205 7.72000 -4.49623
C 1.30199 7.38128 -5.93151
C 0.45580 6.28161 -6.55384
H 1.07285 10.53612 -4.93463
H -0.28088 11.60089 -5.33032
H -0.11777 10.95930 -3.68777
H -0.73698 9.33265 -6.21593
H -1.89796 9.78728 -4.98337
H -1.25387 7.48708 -4.60309
H -0.70024 8.47579 -3.26905
H 0.98922 6.81918 -3.87755
H 1.60849 8.44239 -4.08815
H 2.34835 7.05304 -5.92483
H 1.26529 8.27529 -6.56259
H 0.51622 5.36204 -5.96337
H 0.81267 6.05878 -7.56469
H -0.59513 6.57459 -6.63119
C -1.88277 -8.56282 3.05948
C -1.68936 -8.38310 4.55697
C -0.94686 -9.54988 5.21312
C -1.65697 -10.90621 5.13224
C -3.06455 -10.94464 5.73229
C -3.08940 -10.65056 7.22410
H -2.49925 -9.43669 2.83300
H -2.38343 -7.68419 2.63752
H -0.91945 -8.67706 2.55283
H -2.66082 -8.22378 5.03942
H -1.11112 -7.46652 4.72518
H -0.75848 -9.29912 6.26389
H 0.04138 -9.64934 4.74689
H -1.03410 -11.65273 5.64059
H -1.71329 -11.22593 4.08522
H -3.48419 -11.94443 5.56803
H -3.72459 -10.24543 5.20853
H -2.47250 -11.36878 7.77320
H -4.11338 -10.72323 7.60489
H -2.72550 -9.64283 7.44392